This record from the OMol25 dataset describes a cluster of 4 separate species, C12H36O16P4 in total at a distorted geometry. The level of theory is wB97M-V/def2-TZVPD.

Results
Lowest unoccupied orbital energy ... 0.54 eV
Structure (SMILES) ... COP(=O)(OC)OC.COP(=O)(OC)OC.COP(=O)(OC)OC.COP(=O)(OC)OC
Net charge ... 0
F_max ... 4.86 eV/A
Spin multiplicity ... 1
Energy above the lowest of the compared OMol25 structures with the same formula, charge and spin ... 3.586 eV
Kohn-Sham gap ... 0.396 hartree

Each line ends with the Löwdin charge.
Atoms and positions in Å:
1 P 18.30434 12.74765 -17.24094  0.500
2 O 16.97686 12.23678 -18.12830  -0.209
3 H 14.38728 14.12829 -23.75081  0.092
4 H 22.97183 18.35267 -14.83304  0.077
5 P 16.11966 16.40831 -21.99662  0.481
6 O 18.29565 14.34423 -17.24050  -0.259
7 H 13.98940 14.03386 -15.63072  0.084
8 P 14.32460 15.03075 -13.23555  0.530
9 C 13.95113 13.15168 -14.99166  -0.114
10 H 14.86522 12.96200 -10.92620  0.086
11 C 18.17113 13.01956 -14.54879  -0.137
12 C 15.41892 13.88988 -11.06953  -0.087
13 O 14.90693 16.03632 -22.95622  -0.227
14 H 26.46448 14.15113 -17.08864  0.085
15 H 17.33094 13.39734 -13.96616  0.066
16 H 17.23719 15.40249 -18.61369  0.080
17 C 26.01938 14.43086 -16.13380  -0.125
18 H 18.66550 16.07481 -23.21194  0.077
19 O 17.04823 17.38458 -22.92417  -0.225
20 O 22.44098 15.94640 -16.18489  -0.233
21 H 16.86267 11.11260 -19.81263  0.087
22 C 18.44945 17.14317 -23.20648  -0.080
23 H 13.63998 17.12155 -19.67724  0.087
24 P 23.83269 15.72461 -15.27617  0.560
25 H 19.14562 17.53539 -22.46513  0.090
26 H 11.49226 14.42675 -13.23907  0.086
27 O 17.78271 12.43528 -15.71505  -0.212
28 O 13.77618 13.51692 -13.62393  -0.251
29 C 16.99693 12.14815 -19.50003  -0.178
30 H 24.50633 19.16460 -14.66222  0.082
31 H 10.95411 16.13772 -13.20152  0.095
32 H 13.07771 12.58846 -15.32031  0.087
33 O 24.60174 14.53048 -16.12804  -0.220
34 O 24.64973 17.19133 -15.53560  -0.257
35 O 14.48819 14.91341 -11.57070  -0.242
36 H 18.90795 12.49762 -13.93824  0.100
37 O 19.53916 12.19101 -17.76759  -0.218
38 H 18.54794 17.49996 -24.23171  0.092
39 H 21.64236 14.17056 -15.39293  0.087
40 C 23.94745 18.48141 -15.30175  -0.082
41 C 11.70943 15.44282 -13.56852  -0.126
42 H 18.54972 13.97989 -14.89884  0.074
43 C 15.07140 14.96475 -23.89366  -0.087
44 O 13.00827 15.98919 -13.44016  -0.209
45 C 21.42581 14.98446 -16.08486  -0.148
46 O 15.57240 15.43874 -13.93299  -0.244
47 H 14.67549 15.49834 -24.75774  0.089
48 O 16.74604 15.25225 -21.24299  -0.273
49 C 18.26598 15.10692 -18.40795  -0.090
50 H 17.87492 12.45975 -20.06582  0.085
51 H 16.35542 13.79557 -11.61923  0.074
52 H 21.27173 14.41519 -17.00154  0.080
53 O 23.56882 15.37131 -13.87062  -0.245
54 H 26.14826 13.52442 -15.54232  0.086
55 H 18.87284 15.99248 -18.21932  0.096
56 H 14.78997 12.50112 -15.23907  0.086
57 H 14.71465 15.76694 -19.70600  0.074
58 H 18.78192 14.39100 -19.04777  0.084
59 H 11.55466 15.19881 -14.61952  0.082
60 H 15.28129 17.22201 -18.89116  0.087
61 H 16.20957 12.70315 -20.01008  0.078
62 C 14.69568 16.85639 -19.73466  -0.090
63 H 26.66012 15.18039 -15.66929  0.089
64 H 20.43433 15.38161 -15.86730  0.078
65 H 16.11560 14.70982 -24.07469  0.088
66 H 23.70603 19.00861 -16.22472  0.081
67 H 15.78059 14.18432 -10.08433  0.082
68 O 15.31683 17.36353 -20.93905  -0.239

Forces on atoms 1 to 6 (eV/Å):
P -2.6 0.2 0.4
O 1.5 1.3 3.3
H 0.4 0.0 0.7
H 0.1 -0.5 0.2
P -0.2 -0.6 2.6
O -0.8 -1.3 2.9

***

This record from the OMol25 dataset describes a cluster of 6 separate species, C12H36O6 in total at a distorted geometry. The level of theory is wB97M-V/def2-TZVPD.

Results
Lowest unoccupied orbital energy (spin up / spin down) ... -2.59 / -9.35 eV
Expectation value of S² ... 0.75
Net charge ... +1
F_max ... 3.40 eV/A
Spin multiplicity ... 2
Energy above the lowest of the compared OMol25 structures with the same formula, charge and spin ... 3.656 eV
Kohn-Sham gap (spin up / spin down) ... 0.355 / 0.107 hartree

Each line ends with the Löwdin charge.
Atoms and positions in Å:
1 H -0.26494 0.00119 2.18535  0.058
2 H -1.60598 -4.53387 -1.63620  0.104
3 H 0.77191 4.90105 3.36158  0.105
4 H -0.99358 1.42315 2.37932  0.086
5 C 2.79163 -0.13845 -2.05519  -0.155
6 H 2.32397 5.40553 0.90564  0.080
7 H 0.10418 -2.56111 1.41045  0.074
8 C -3.36304 -4.52513 -0.51235  -0.071
9 H 2.35885 0.79409 -1.69304  0.136
10 O -2.94168 0.86686 -1.12134  -0.094
11 O 2.56143 5.77060 3.45867  -0.061
12 H 3.85087 -0.19316 -1.80393  0.162
13 C 1.45266 -2.86593 3.11550  -0.333
14 C 2.02621 4.55092 1.51316  -0.069
15 H 1.24892 3.90421 1.10611  0.034
16 H 1.88800 3.77024 3.62583  0.106
17 H 2.82785 3.81633 1.43673  0.054
18 H -3.93027 -4.32718 -1.42183  0.073
19 C 1.79788 4.69528 3.05636  -0.335
20 C -3.14592 1.49409 -2.35294  -0.314
21 H 2.91165 0.80187 -3.97880  0.112
22 C -0.13220 1.27530 0.44198  -0.330
23 O -0.03362 0.23497 -0.45212  -0.103
24 H 1.30360 -0.94587 -1.16314  0.099
25 O -2.09702 -2.63935 -1.13540  -0.075
26 H -3.90015 0.90808 -2.87810  0.121
27 H -3.83179 -4.18019 0.40928  0.073
28 H -1.29646 2.20684 -2.39843  0.072
29 H -3.28732 -5.60669 -0.62455  0.069
30 H 0.88306 1.41029 0.81499  0.113
31 H 0.76512 -2.34121 3.77888  0.113
32 H 2.44825 -2.65128 3.50385  0.130
33 C -1.92991 -3.96149 -0.76698  -0.333
34 C -1.83955 1.60115 -3.12389  -0.066
35 H -1.42388 0.61904 -3.34925  0.073
36 H -0.63428 2.21434 0.20914  0.124
37 C -0.88160 0.67693 1.59273  -0.075
38 C 1.13639 -2.40535 1.72412  -0.102
39 O 2.12657 -1.24917 -1.55343  0.252
40 H 1.91159 -2.70690 1.01967  0.076
41 H -0.83700 0.28097 -0.97562  0.055
42 H 2.91615 -0.84010 -4.20355  0.101
43 H -3.48660 2.47451 -2.02007  0.122
44 O 1.09438 -4.18562 3.12683  -0.051
45 H -1.97664 2.17292 -4.04171  0.087
46 H -3.76607 0.89922 -0.63049  0.105
47 C 2.43482 -0.09111 -3.57470  0.030
48 H 0.16511 -4.36305 2.96379  0.096
49 H -1.83119 0.26688 1.24886  0.083
50 H 3.45735 5.51721 3.69260  0.094
51 H -1.20647 -4.18823 0.01618  0.100
52 H 1.32356 -1.33205 1.69120  0.050
53 H 1.35797 -0.08793 -3.74350  0.093
54 H -1.60273 -2.03365 -0.57826  0.053

Forces on atoms 1 to 6 (eV/Å):
H -0.2 -0.8 -0.7
H 0.4 0.1 -0.2
H -0.3 0.7 -0.7
H -0.8 0.5 -0.2
C -0.4 0.6 0.8
H -0.6 0.2 0.5